{"formula": "C42H102FN6O3", "method": "ωB97M-V/def2-TZVPD", "charge": 6, "multiplicity": 2, "gap_ev": [9.4198, 2.0885], "elements": ["F", "C", "C", "C", "C", "N", "C", "C", "C", "C", "C", "H", "H", "H", "H", "H", "H", "H", "H", "H", "H", "H", "H", "H", "H", "H", "H", "H", "H", "H", "H", "C", "C", "C", "C", "N", "C", "C", "C", "C", "C", "H", "H", "H", "H", "H", "H", "H", "H", "H", "H", "H", "H", "H", "H", "H", "H", "H", "H", "H", "H", "C", "C", "C", "C", "N", "C", "C", "C", "C", "C", "H", "H", "H", "H", "H", "H", "H", "H", "H", "H", "H", "H", "H", "H", "H", "H", "H", "H", "H", "H", "C", "N", "C", "C", "C", "C", "O", "H", "H", "H", "H", "H", "H", "H", "H", "H", "H", "H", "H", "H", "H", "C", "N", "C", "C", "C", "C", "O", "H", "H", "H", "H", "H", "H", "H", "H", "H", "H", "H", "H", "H", "H", "C", "N", "C", "C", "C", "C", "O", "H", "H", "H", "H", "H", "H", "H", "H", "H", "H", "H", "H", "H", "H"], "positions_angstrom": [[-0.76, 0.00, -0.34], [-2.64, -5.14, 5.06], [-2.68, -4.65, 3.61], [-3.38, -3.29, 3.40], [-3.66, -3.05, 1.88], [-4.44, -1.75, 1.60], [-3.63, -0.44, 1.89], [-4.29, 0.57, 0.90], [-4.84, -0.21, -0.30], [-4.56, -1.68, 0.09], [-5.80, -1.69, 2.37], [-2.09, -6.08, 4.96], [-3.64, -5.33, 5.44], [-2.09, -4.51, 5.76], [-3.32, -5.29, 2.99], [-1.67, -4.44, 3.26], [-2.85, -2.50, 3.93], [-4.33, -3.33, 3.92], [-4.15, -3.89, 1.38], [-2.74, -2.98, 1.30], [-3.72, -0.14, 2.93], [-2.57, -0.65, 1.78], [-5.09, 1.12, 1.40], [-3.52, 1.29, 0.65], [-5.86, 0.00, -0.62], [-4.28, 0.10, -1.18], [-5.27, -2.41, -0.28], [-3.56, -1.87, -0.30], [-6.33, -0.74, 2.28], [-5.54, -1.79, 3.42], [-6.35, -2.59, 2.10], [3.33, 6.68, 6.15], [3.88, 5.50, 5.41], [3.00, 4.22, 5.35], [1.92, 4.42, 4.18], [0.93, 3.31, 4.12], [-0.02, 3.33, 2.85], [0.43, 2.12, 2.13], [0.72, 1.14, 3.19], [1.53, 1.93, 4.07], [-0.05, 3.43, 5.30], [2.57, 6.43, 6.90], [3.01, 7.51, 5.53], [4.10, 7.04, 6.84], [4.77, 5.23, 5.97], [4.16, 5.69, 4.38], [2.67, 4.13, 6.39], [3.70, 3.41, 5.17], [2.34, 4.32, 3.18], [1.35, 5.35, 4.21], [-1.06, 3.21, 3.17], [0.08, 4.17, 2.16], [-0.37, 1.79, 1.46], [1.32, 2.56, 1.69], [-0.24, 0.81, 3.58], [1.33, 0.36, 2.73], [1.53, 1.43, 5.04], [2.54, 2.19, 3.75], [-0.52, 2.45, 5.27], [-0.59, 4.37, 5.24], [0.52, 3.44, 6.23], [-2.33, -4.88, -0.95], [-1.88, -4.65, -2.39], [-1.98, -3.22, -2.80], [-1.47, -2.96, -4.31], [-1.62, -1.52, -4.78], [-0.78, -1.31, -6.08], [-0.15, 0.07, -5.84], [0.20, 0.13, -4.42], [-0.83, -0.72, -3.68], [-3.10, -1.13, -5.01], [-3.35, -4.50, -1.04], [-1.76, -4.42, -0.15], [-2.49, -5.94, -0.76], [-2.33, -5.27, -3.16], [-0.83, -4.95, -2.47], [-1.75, -2.60, -1.94], [-3.05, -3.11, -2.97], [-2.20, -3.59, -4.82], [-0.42, -3.25, -4.30], [-1.30, -1.37, -7.04], [-0.09, -2.14, -6.17], [-0.84, 0.86, -6.14], [0.77, 0.08, -6.42], [0.19, 1.15, -4.02], [1.16, -0.37, -4.38], [-1.63, -0.24, -3.12], [-0.31, -1.39, -3.00], [-3.84, -1.33, -4.24], [-3.44, -1.64, -5.92], [-3.20, -0.07, -5.25], [4.29, -0.42, -3.32], [4.75, 0.55, -2.19], [6.23, 0.26, -1.93], [4.56, 1.93, -2.75], [4.02, 0.38, -0.78], [2.53, 0.66, -0.80], [1.87, -0.42, -1.45], [4.16, -1.34, -2.76], [5.03, -0.39, -4.13], [3.25, -0.14, -3.44], [6.69, 0.48, -2.89], [6.40, -0.80, -1.74], [6.54, 0.98, -1.17], [3.49, 2.08, -2.69], [4.97, 2.04, -3.75], [5.11, 2.56, -2.05], [4.48, 1.01, -0.02], [4.34, -0.59, -0.41], [2.22, 1.61, -1.23], [2.14, 0.49, 0.21], [0.93, -0.50, -1.27], [0.92, 4.62, -3.86], [-0.42, 4.84, -3.02], [-0.74, 6.37, -2.97], [-1.61, 4.33, -3.92], [-0.34, 4.11, -1.62], [-1.62, 3.33, -1.01], [-1.77, 2.24, -1.79], [1.72, 5.21, -3.43], [0.57, 5.04, -4.81], [1.05, 3.54, -3.93], [-1.77, 6.36, -2.61], [-0.63, 6.77, -3.97], [-0.15, 6.82, -2.17], [-2.59, 4.50, -3.49], [-1.61, 3.25, -4.06], [-1.72, 4.81, -4.89], [0.10, 4.81, -0.92], [0.44, 3.35, -1.76], [-2.56, 3.87, -0.98], [-1.39, 2.95, -0.02], [-1.32, 1.61, -1.23], [3.33, -5.61, 0.86], [2.50, -4.29, 0.69], [3.48, -3.20, 0.84], [1.98, -4.42, -0.75], [1.21, -4.30, 1.71], [0.50, -2.92, 1.94], [-0.11, -2.45, 0.73], [2.59, -6.41, 0.81], [3.89, -5.66, 1.79], [4.03, -5.71, 0.03], [4.02, -3.15, 1.79], [2.70, -2.44, 0.83], [4.13, -3.12, -0.03], [1.51, -3.46, -0.96], [1.36, -5.31, -0.77], [2.80, -4.42, -1.47], [1.60, -4.66, 2.66], [0.69, -5.22, 1.45], [1.12, -2.12, 2.34], [-0.23, -3.06, 2.75], [-0.20, -1.53, 0.46]], "lowdin_spin": [0.0003, 0.0000, 0.0000, 0.0000, 0.0000, 0.0000, 0.0000, 0.0000, 0.0000, 0.0000, 0.0000, 0.0000, 0.0000, 0.0000, 0.0000, 0.0000, 0.0000, 0.0000, 0.0000, 0.0000, 0.0000, 0.0000, 0.0000, 0.0000, 0.0000, 0.0000, 0.0000, 0.0000, 0.0000, 0.0000, 0.0000, 0.2694, 0.2317, 0.1274, 0.0302, 0.0149, 0.0051, 0.0013, 0.0000, 0.0008, 0.0010, 0.0727, 0.0185, 0.1132, 0.1064, 0.0030, 0.0018, -0.0003, -0.0001, 0.0002, 0.0009, 0.0001, 0.0006, 0.0000, 0.0000, 0.0000, 0.0001, 0.0001, 0.0000, 0.0000, 0.0008, 0.0000, 0.0000, 0.0000, 0.0000, 0.0000, 0.0000, 0.0000, 0.0000, 0.0000, 0.0000, 0.0000, 0.0000, 0.0000, 0.0000, 0.0000, 0.0000, 0.0000, 0.0000, 0.0000, 0.0000, 0.0000, 0.0000, 0.0000, 0.0000, 0.0000, 0.0000, 0.0000, 0.0000, 0.0000, 0.0000, 0.0000, 0.0000, 0.0000, 0.0000, 0.0000, 0.0000, 0.0000, 0.0000, 0.0000, 0.0000, 0.0000, 0.0000, 0.0000, 0.0000, 0.0000, 0.0000, 0.0000, 0.0000, 0.0000, 0.0000, 0.0000, 0.0000, 0.0000, 0.0000, 0.0000, 0.0000, 0.0000, 0.0000, 0.0000, 0.0000, 0.0000, 0.0000, 0.0000, 0.0000, 0.0000, 0.0000, 0.0000, 0.0000, 0.0000, 0.0000, 0.0000, 0.0000, 0.0000, 0.0000, 0.0000, 0.0000, 0.0000, 0.0000, 0.0000, 0.0000, 0.0000, 0.0000, 0.0000, 0.0000, 0.0000, 0.0000, 0.0000, 0.0000, 0.0000, 0.0000, 0.0000, 0.0000, 0.0000]}